1.
Computed, not measured: a 3-piece molecular cluster, C26H54N3O overall, with ωB97M-V/def2-TZVPD.

Structure (XYZ):
```
84
Properties=species:S:1:pos:R:3:mulliken_charge:R:1
C 1.980 -2.929 1.710 -0.5396
C 0.683 -3.939 1.775 -0.4813
C -0.387 -3.443 0.608 0.4078
C -1.926 -3.909 0.926 -0.6683
C -2.602 -3.006 2.158 -0.6148
C -3.687 -1.963 1.431 0.1651
N -4.884 -2.603 0.745 -0.1037
C -5.979 -1.767 0.053 -0.1814
C -5.843 -0.126 0.009 -0.4759
C -4.543 0.626 0.745 -0.1653
C -3.426 -0.323 1.480 0.3526
O -2.234 0.128 2.214 -0.2860
C -1.622 1.323 1.613 -0.5551
C 0.026 1.037 1.607 -0.1823
C 0.478 0.776 0.032 -0.3078
C 2.116 0.606 -0.011 -0.8387
H 2.253 -2.610 0.600 -0.0728
H 2.935 -3.464 2.169 0.3284
H 1.739 -1.983 2.355 0.2059
H 0.129 -3.919 2.815 0.2979
H 1.049 -5.007 1.450 0.3106
H -0.017 -3.960 -0.399 0.0540
H -0.305 -2.278 0.404 -0.4269
H -2.053 -5.056 1.167 0.2799
H -2.564 -3.672 -0.043 0.4113
H -1.794 -2.427 2.793 0.3067
H -3.202 -3.673 2.926 0.3469
H -4.976 -3.660 0.784 0.3339
H -6.867 -2.393 -0.409 0.3418
H -6.701 0.484 -0.522 0.3188
H -4.412 1.804 0.755 0.3757
H -1.822 2.226 2.343 0.1814
H -1.914 1.525 0.498 0.4511
H 0.630 1.918 2.120 0.1337
H 0.293 0.063 2.241 0.0622
H -0.115 -0.177 -0.335 0.1753
H 0.096 1.725 -0.570 0.3974
H 2.502 0.725 1.096 0.2912
H 2.541 1.450 -0.737 0.3198
H 2.374 -0.488 -0.393 0.0077
C 2.345 5.081 2.733 -1.5278
C 1.178 5.276 1.767 -0.3847
N -0.133 5.390 2.413 0.2643
C -1.249 5.350 1.458 -0.2993
C -1.360 6.496 0.457 -1.2090
C -0.253 6.412 3.456 -0.6929
C 0.023 7.858 3.059 -0.9741
H 2.207 4.181 3.342 0.2941
H 3.275 4.966 2.167 0.4386
H 2.477 5.939 3.398 0.3548
H 1.168 4.406 1.098 0.4484
H 1.392 6.146 1.141 0.3015
H -2.193 5.270 2.008 0.4367
H -1.176 4.411 0.893 -0.0464
H -1.764 7.397 0.921 0.2657
H -2.053 6.213 -0.342 0.4491
H -0.405 6.740 -0.014 0.2583
H 0.424 6.148 4.279 0.4057
H -1.251 6.356 3.910 0.3504
H 0.888 7.957 2.400 0.2508
H 0.226 8.455 3.955 0.3712
H -0.842 8.310 2.570 0.2795
C 0.010 -2.568 -4.049 -1.0517
C 1.173 -3.271 -4.745 -0.3575
N 2.490 -2.984 -4.168 0.1123
C 3.600 -3.489 -4.988 -0.6835
C 3.720 -5.001 -5.153 -0.9361
C 2.632 -3.223 -2.729 -0.3984
C 2.374 -4.638 -2.222 -0.8676
H 0.139 -1.480 -4.068 0.2903
H -0.926 -2.806 -4.566 0.4632
H -0.105 -2.890 -3.011 -0.0099
H 1.166 -2.943 -5.792 0.4498
H 0.968 -4.346 -4.756 0.2473
H 4.545 -3.101 -4.596 0.3423
H 3.509 -3.045 -5.988 0.4114
H 4.141 -5.470 -4.262 0.2213
H 4.404 -5.222 -5.980 0.3896
H 2.766 -5.480 -5.386 0.2673
H 1.956 -2.540 -2.197 0.0643
H 3.632 -2.908 -2.404 0.3071
H 1.506 -5.103 -2.693 0.2180
H 2.185 -4.614 -1.143 0.2172
H 3.242 -5.280 -2.375 0.3112
```

LUMO energy: -4.82 eV
Charge: +1
Kohn-Sham gap: 5.0 eV

2.
Computed, not measured: C42H49FN7O8ReS as an isolated structure, with ωB97M-V/def2-TZVPD.

Structure (XYZ):
```
109
Properties=species:S:1:pos:R:3:lowdin_spin:R:1
Re -1.665 0.531 1.549 2.4203
C 2.523 -5.255 1.345 -0.0001
C 1.381 -4.286 1.250 0.0031
C 0.180 -4.611 0.684 0.0138
C -0.894 -3.684 0.529 0.0033
C -2.059 -4.279 0.006 0.0037
N -3.305 -3.936 -0.264 0.0035
C -3.983 -2.655 -0.432 0.0007
C -5.194 -2.389 0.506 0.0003
C -5.598 -3.457 1.537 0.0002
N -4.451 -3.840 2.369 0.0017
C -3.827 -3.050 3.184 0.0025
C -4.313 -1.811 3.718 0.0056
C -5.517 -1.684 4.419 0.0071
C -5.851 -0.489 5.027 0.0063
C -7.044 -0.372 5.927 0.0008
C -5.030 0.617 4.798 0.0023
C -3.879 0.559 4.024 0.0087
C -3.142 1.788 3.714 0.0425
N -2.024 1.862 3.041 0.0144
C -1.204 3.067 3.127 0.0100
C 0.261 2.742 2.803 0.0017
C 0.687 1.367 3.319 0.0054
N 0.125 0.279 2.503 -0.0057
C 0.798 -0.813 2.426 0.0484
C 0.502 -2.039 1.727 0.0049
C 1.491 -3.008 1.810 0.0083
C -0.676 -2.296 0.918 0.0090
O -1.456 -1.389 0.518 0.0469
C -3.465 -0.690 3.521 0.0103
O -2.382 -0.865 2.811 0.0687
H 2.349 -6.140 0.739 0.0000
H 2.661 -5.570 2.380 0.0000
H 3.448 -4.783 1.016 -0.0001
H 0.033 -5.627 0.339 0.0005
H -1.917 -5.343 -0.165 0.0001
H -3.857 -4.709 -0.612 0.0000
H -4.346 -2.646 -1.462 0.0002
H -3.263 -1.856 -0.317 -0.0001
H -6.082 -2.209 -0.099 0.0000
H -5.007 -1.465 1.047 0.0001
H -5.996 -4.355 1.066 0.0000
H -6.379 -3.012 2.151 0.0001
H -4.009 -4.716 2.129 0.0001
H -2.808 -3.325 3.447 0.0004
H -6.131 -2.563 4.571 0.0002
H -7.485 -1.342 6.139 0.0000
H -7.810 0.261 5.478 0.0003
H -6.753 0.091 6.869 0.0002
H -5.329 1.567 5.226 -0.0001
H -3.392 2.622 4.368 0.0009
H -1.279 3.493 4.130 0.0007
H -1.577 3.799 2.407 -0.0002
H 0.892 3.504 3.258 0.0002
H 0.428 2.770 1.726 0.0004
H 0.342 1.244 4.351 -0.0003
H 1.776 1.297 3.314 -0.0002
H 1.737 -0.854 2.978 0.0013
H 2.409 -2.768 2.335 0.0001
F 5.163 -1.437 -1.987 0.0000
C 4.440 -0.335 -2.298 0.0000
C 3.249 -0.176 -1.648 0.0000
C 2.403 0.890 -1.952 0.0004
C 1.141 1.028 -1.213 0.0011
O 0.860 0.216 -0.328 0.0113
C 0.328 2.141 -1.615 0.0039
C 0.751 2.938 -2.639 0.0009
N 1.926 2.817 -3.282 0.0004
C 2.269 3.741 -4.342 0.0000
C 1.918 5.189 -4.211 0.0000
C 3.346 4.758 -4.084 0.0000
C 2.791 1.793 -2.950 0.0001
C 4.037 1.637 -3.568 0.0001
C 4.895 0.587 -3.263 -0.0001
N 6.160 0.513 -3.862 0.0000
C 6.339 0.737 -5.285 0.0000
C 7.577 1.622 -5.507 0.0000
N 8.556 1.379 -4.399 0.0000
C 8.540 -0.051 -3.984 0.0000
C 7.196 -0.360 -3.311 0.0000
C -1.020 2.460 -0.991 0.0147
O -1.770 3.182 -1.604 0.0181
O -1.295 2.015 0.215 0.1292
H 2.931 -0.900 -0.911 0.0001
H 0.105 3.739 -2.971 0.0001
H 2.212 3.289 -5.326 0.0000
H 1.413 5.519 -3.315 0.0000
H 1.605 5.711 -5.102 0.0000
H 3.781 4.775 -3.094 0.0000
H 4.042 5.010 -4.871 0.0000
H 4.349 2.365 -4.302 0.0000
H 5.466 1.217 -5.718 0.0000
H 6.471 -0.220 -5.803 0.0000
H 7.320 2.680 -5.511 0.0000
H 8.047 1.374 -6.458 0.0000
H 8.293 1.949 -3.591 0.0000
H 9.495 1.661 -4.685 0.0000
H 9.354 -0.258 -3.293 0.0000
H 8.689 -0.661 -4.873 0.0000
H 7.259 -0.171 -2.239 0.0000
H 6.984 -1.424 -3.455 0.0000
C -5.464 2.125 -0.472 0.0020
S -4.901 1.345 1.023 0.0064
O -5.878 0.388 1.475 0.0001
O -4.672 2.463 1.951 0.0078
O -3.617 0.624 0.661 0.0494
H -6.533 2.278 -0.357 0.0002
H -5.250 1.480 -1.318 0.0003
H -4.947 3.075 -0.563 0.0000
```

Relative energy (zero: lowest compared OMol25 entry of this formula, charge and spin): 51.9 kcal per mole
2S+1: 4
LUMO energy (alpha / beta): -7.46 / -7.57 eV
Charge: +3
Kohn-Sham gap (alpha / beta): 6.8 / 6.7 eV

3.
Computed, not measured: a 6-piece molecular cluster, C24H50N11O7S overall, with ωB97M-V/def2-TZVPD.

Structure (XYZ):
```
93
Properties=species:S:1:pos:R:3:mulliken_charge:R:1
O 4.285 -3.550 3.112 -0.5186
C 3.072 -2.849 2.897 -1.0113
C 3.378 -1.492 2.272 0.5228
C 4.005 -1.615 0.924 0.4829
N 4.330 -2.779 0.324 -0.0623
N 4.781 -2.514 -0.865 -0.8176
N 4.751 -1.227 -1.014 0.1737
N 4.276 -0.619 0.072 0.4524
C 4.083 0.846 0.097 -0.3698
C 4.430 1.528 1.412 -0.3622
C 3.975 2.998 1.331 -1.1217
C 2.456 3.178 1.208 0.4069
S 1.518 2.382 2.546 -0.2715
C 0.773 1.076 1.678 0.5708
N 0.936 0.684 0.451 0.1068
N 0.146 -0.464 0.306 -0.8532
C -0.418 -0.660 1.442 -0.1167
O -0.070 0.277 2.364 -0.3803
H 4.328 -3.853 4.022 0.3369
H 2.551 -2.675 3.841 0.5021
H 2.417 -3.424 2.238 0.3079
H 4.016 -0.909 2.939 0.3229
H 2.446 -0.929 2.147 -0.1905
H 5.022 -0.715 -1.844 0.2740
H 3.056 1.023 -0.220 0.1964
H 4.742 1.252 -0.677 0.3208
H 5.511 1.495 1.561 0.4112
H 3.920 1.080 2.261 0.1213
H 4.426 3.473 0.456 0.4034
H 4.344 3.527 2.211 0.3856
H 2.195 4.236 1.247 0.4458
H 2.077 2.806 0.260 -0.3418
H -1.102 -1.462 1.679 0.7303
C 0.193 6.675 1.557 0.0386
O 1.068 5.985 2.049 -0.5970
N -1.065 6.255 1.335 0.1526
C -2.078 7.117 0.758 -0.9557
C -1.411 4.891 1.698 -0.7052
H 0.365 7.720 1.254 0.3346
H -2.916 7.242 1.446 0.3429
H -2.454 6.698 -0.177 0.3368
H -1.648 8.095 0.554 0.2967
H -1.248 4.724 2.762 0.2971
H -0.790 4.179 1.150 0.0440
H -2.458 4.716 1.460 0.3980
C -2.050 -3.851 -0.131 0.1052
O -1.773 -3.305 0.932 -0.5739
N -3.247 -3.801 -0.715 0.1942
C -3.537 -4.480 -1.970 -0.9976
C -4.309 -3.041 -0.071 -0.9403
H -1.313 -4.449 -0.690 0.3040
H -3.856 -3.768 -2.732 0.4326
H -4.328 -5.217 -1.817 0.3473
H -2.644 -4.996 -2.317 0.2664
H -4.020 -1.995 0.032 0.2662
H -4.518 -3.434 0.924 0.2765
H -5.206 -3.108 -0.681 0.3864
C -3.433 -1.765 -5.070 0.1173
O -4.005 -2.744 -4.628 -0.6200
N -2.180 -1.778 -5.561 0.1216
C -1.546 -0.587 -6.085 -0.9418
C -1.451 -3.036 -5.564 -0.8575
H -3.909 -0.771 -5.112 0.2874
H -1.278 -0.721 -7.135 0.3418
H -0.640 -0.352 -5.520 0.3437
H -2.232 0.253 -6.008 0.2908
H -1.983 -3.784 -6.151 0.3012
H -1.344 -3.417 -4.548 0.2100
H -0.466 -2.873 -5.995 0.3797
C 2.729 5.393 -2.189 0.0142
O 3.139 4.744 -1.241 -0.5309
N 1.640 5.073 -2.907 0.1589
C 1.187 5.877 -4.026 -0.9388
C 0.893 3.883 -2.536 -0.7160
H 3.223 6.317 -2.528 0.2943
H 0.179 6.255 -3.846 0.3308
H 1.182 5.290 -4.946 0.3377
H 1.857 6.724 -4.159 0.2961
H 0.529 3.961 -1.510 0.0766
H 1.525 2.996 -2.601 0.2505
H 0.047 3.771 -3.209 0.4018
C -4.697 -5.671 4.881 0.1113
O -5.512 -4.857 4.492 -0.5746
N -3.394 -5.659 4.534 0.1790
C -2.456 -6.650 5.014 -0.8942
C -2.938 -4.607 3.642 -0.9573
H -4.962 -6.500 5.558 0.2619
H -1.651 -6.180 5.583 0.3088
H -2.016 -7.204 4.182 0.3174
H -2.972 -7.354 5.664 0.3114
H -3.119 -3.629 4.090 0.2819
H -3.481 -4.647 2.699 0.1979
H -1.876 -4.725 3.444 0.3994
```

LUMO energy: -3.31 eV
Charge: +1
Kohn-Sham gap: 7.2 eV

4.
Computed, not measured: a 4-piece molecular cluster, C24H47Cl6N3OP overall, with ωB97M-V/def2-TZVPD.

Structure (XYZ):
```
82
Properties=species:S:1:pos:R:3:mulliken_charge:R:1
C -3.553 2.473 -4.062 -0.4183
C -2.207 2.173 -4.912 -0.4223
C -0.981 1.675 -4.013 -0.4826
C -0.218 0.372 -4.615 -0.7130
C -0.107 -0.831 -3.569 -0.5477
C 1.269 -0.817 -2.712 -0.7442
C 1.207 -2.029 -1.623 -0.0306
C 1.235 -1.357 -0.181 -0.9474
N 0.788 -2.220 0.969 1.1326
C -0.557 -2.918 0.747 -0.9739
C -0.475 -4.379 0.087 -0.6165
C -1.956 -4.643 -0.549 0.3740
C -1.892 -6.075 -1.294 -1.1497
C -3.121 -4.556 0.551 -1.1265
C 0.587 -1.247 2.130 0.6342
C -0.718 -0.429 2.092 -0.1704
C -0.821 0.502 3.291 -0.7796
C 0.289 0.529 4.310 -0.0967
N 1.522 -0.152 4.379 -0.3341
C 1.570 -1.005 3.249 -0.5622
P 1.951 -3.558 1.334 -0.0186
N 1.613 -4.161 2.983 -0.6111
O 3.583 -2.961 1.310 -0.4461
H -3.805 1.543 -3.446 0.3506
H -4.426 2.616 -4.798 0.3086
H -3.463 3.408 -3.411 -0.3747
H -2.489 1.428 -5.725 0.3624
H -1.931 3.149 -5.453 0.1779
H -0.207 2.515 -4.015 0.2818
H -1.286 1.465 -2.936 0.2299
H -0.907 -0.003 -5.461 0.3453
H 0.771 0.642 -5.129 0.3881
H -0.202 -1.833 -4.112 0.3123
H -0.985 -0.717 -2.841 0.1724
H 1.323 0.211 -2.225 0.2030
H 2.154 -0.931 -3.415 0.4114
H 0.236 -2.586 -1.875 0.0244
H 2.067 -2.736 -1.849 0.3694
H 0.687 -0.358 -0.264 0.5028
H 2.332 -1.075 0.028 0.1684
H -1.265 -2.287 0.115 0.3679
H -0.961 -3.109 1.808 0.4816
H -0.354 -5.226 0.859 0.5714
H 0.238 -4.481 -0.786 0.2791
H -2.085 -3.806 -1.330 0.1688
H -1.306 -5.983 -2.280 0.3065
H -2.971 -6.415 -1.501 0.3456
H -1.347 -6.841 -0.636 0.2869
H -4.076 -4.936 0.045 0.4294
H -3.324 -3.458 0.835 0.2152
H -2.843 -5.199 1.447 0.2608
H -1.530 -0.467 1.309 0.3664
H -1.734 1.166 3.408 0.3462
H 0.111 1.232 5.202 0.3045
H 2.544 -1.610 3.196 -0.0567
H 1.572 -5.189 2.839 0.3194
H 0.692 -3.819 3.303 0.3234
H 3.924 -3.229 2.204 0.3568
Cl -4.100 5.997 -5.176 -0.1639
C -4.603 6.858 -3.701 -0.4855
C -3.581 6.733 -2.590 -0.4276
Cl -3.488 5.073 -1.947 -0.2266
H -5.576 6.469 -3.397 0.3057
H -4.726 7.908 -3.973 0.3421
H -3.858 7.380 -1.756 0.3164
H -2.584 7.021 -2.927 0.3100
Cl 3.945 3.877 5.106 -0.2098
C 3.847 2.340 6.002 0.0742
C 3.104 2.489 7.313 -0.4730
Cl 4.014 3.461 8.495 -0.1806
H 4.863 1.973 6.156 0.3554
H 3.322 1.631 5.358 -0.1942
H 2.948 1.507 7.764 0.3216
H 2.128 2.956 7.170 0.2905
Cl 2.484 0.846 1.833 0.0975
C 3.825 1.627 0.950 -0.6571
C 3.963 3.092 1.305 -0.1041
Cl 2.599 4.061 0.692 -0.1839
H 3.654 1.486 -0.119 0.3388
H 4.737 1.092 1.222 0.3472
H 4.869 3.500 0.853 0.3716
H 4.024 3.238 2.384 -0.0209
```

LUMO energy: -3.30 eV
Charge: +1
Kohn-Sham gap: 8.8 eV